Version a
Below is an isolated molecule of C4H6N2O2, with properties calculated with ωB97M-V/def2-TZVPD.

Element x y z (Å)
C: 1.798 2.520 0.688
C: -0.682 -0.136 -0.018
C: -0.241 -1.082 -0.832
C: -1.117 -2.113 -0.906
H: 2.109 2.218 1.832
H: 1.384 3.532 0.505
H: 2.895 2.297 0.204
H: 0.698 -1.182 -1.549
H: -0.968 -2.813 -1.685
H: -2.564 -2.738 0.501
N: -0.423 1.035 0.504
N: -2.066 -2.067 -0.001
O: 1.018 1.354 0.022
O: -1.842 -0.825 0.734

Values from the calculation:
orbital gap: 0.314 Eh
HOMO level: -7.82 eV

Electronic structure analysis, natural (NBO) charges in units of e: -0.27, 0.46, -0.43, 0.06, 0.19, 0.20, 0.20, 0.26, 0.23, 0.41, -0.22, -0.27, -0.48, -0.34

=====

Version b
Below is an isolated molecule of C4H6N2O2, with properties calculated with ωB97M-V/def2-TZVPD.

Element x y z (Å)
C: 0.485 -0.464 -0.126
C: -1.576 0.483 -0.326
C: -0.902 1.486 0.609
C: -0.193 0.786 -0.501
H: 3.312 0.194 -0.044
H: -0.347 -2.043 0.819
H: -2.507 0.825 -0.848
H: -1.158 2.531 0.271
H: -0.714 1.272 1.660
H: 0.378 1.447 -1.182
N: 1.685 -0.677 0.158
N: -0.468 -1.494 -0.027
O: 2.414 0.522 -0.028
O: -1.709 -0.869 0.086

Values from the calculation:
orbital gap: 0.347 Eh
HOMO level: -8.51 eV

Electronic structure analysis, natural (NBO) charges in units of e: 0.34, 0.08, -0.43, -0.35, 0.48, 0.38, 0.22, 0.22, 0.23, 0.27, -0.19, -0.30, -0.59, -0.37

=====

The structure with the least stability is version a.

=====

Version a
Below is an isolated molecule of C4H6N2O2, with properties calculated with ωB97M-V/def2-TZVPD.

Element x y z (Å)
C: 0.056 -1.295 0.055
C: -0.781 -0.139 -0.204
N: -2.029 -0.319 -0.812
N: 0.526 1.674 0.869
C: 1.666 -0.957 0.013
C: -0.167 1.098 -0.151
O: -0.222 -2.480 0.023
O: 2.267 -0.368 0.887
H: -2.314 -1.299 -0.810
H: -2.746 0.302 -0.449
H: 1.094 1.048 1.443
H: 1.029 2.527 0.640
H: 2.162 -1.663 -0.677
H: -0.541 1.871 -0.825

Values from the calculation:
orbital gap: 0.298 Eh
HOMO level: -7.88 eV

Electronic structure analysis, natural (NBO) charges in units of e: 0.42, -0.07, -0.81, -0.75, 0.35, 0.07, -0.57, -0.55, 0.40, 0.38, 0.42, 0.38, 0.14, 0.19

=====

Version b
Below is an isolated molecule of C4H6N2O2, with properties calculated with ωB97M-V/def2-TZVPD.

Element x y z (Å)
C: -0.523 -1.779 -0.827
C: 0.229 0.577 -1.505
C: 0.412 1.413 0.492
C: 0.106 0.008 0.600
H: -1.433 -1.940 -0.225
H: -0.522 -1.911 -1.771
H: 0.132 -2.295 -0.002
H: -0.232 0.452 -2.520
H: -0.052 3.341 1.474
H: 0.749 -0.468 2.513
N: -0.071 -0.487 -0.682
N: 0.669 1.736 -0.828
O: 0.349 2.237 1.655
O: 0.187 -0.884 1.627

Values from the calculation:
orbital gap: 0.285 Eh
HOMO level: -7.42 eV

Electronic structure analysis, natural (NBO) charges in units of e: -0.41, 0.12, 0.33, 0.31, 0.21, 0.21, 0.24, 0.20, 0.50, 0.52, -0.34, -0.48, -0.72, -0.70

=====

Version c
Below is an isolated molecule of C4H6N2O2, with properties calculated with ωB97M-V/def2-TZVPD.

Element x y z (Å)
C: -1.030 2.179 -0.710
C: 1.805 -1.014 -0.041
C: 0.901 -1.891 0.373
C: -0.290 -1.010 0.520
H: -0.226 2.785 -1.195
H: -1.269 2.550 0.440
H: -1.899 2.352 -1.316
H: 2.868 -1.036 -0.439
H: 1.015 -2.853 0.413
H: -1.382 -2.409 1.510
N: 0.089 0.437 0.199
N: -1.390 -1.326 1.220
O: -0.653 0.825 -0.803
O: 1.462 0.409 -0.172

Values from the calculation:
orbital gap: 0.355 Eh
HOMO level: -9.00 eV

Electronic structure analysis, natural (NBO) charges in units of e: -0.26, 0.17, -0.39, 0.37, 0.18, 0.20, 0.20, 0.22, 0.23, 0.35, 0.09, -0.63, -0.37, -0.36

=====

The structure with the least stability is version c.